[1]
Computed, not measured: a molecular structure, C35H33CoN5P2Se, with ωB97M-V with the def2-TZVPD basis set.

Summary:
⟨S²⟩: 6.014
2S+1: 5
HOMO energy (spin up / spin down), eV: -16.537 / -16.530
Energy above the lowest of the compared OMol25 structures with the same formula, charge and spin, kJ/mol: 68.6
Charge: +3
Orbital gap (spin up / spin down), eV: 7.87 / 6.07
Lowest unoccupied orbital energy (spin up / spin down), hartree: -0.319 / -0.384

```
77
Properties=species:S:1:pos:R:3:forces:R:3:mulliken_charge:R:1
Co 0.158 -1.026 0.369 -0.3197 -0.1326 -0.0205 -0.14
C 1.812 2.491 -1.398 -0.0284 -0.1138 0.1766 -1.26
N 1.547 2.137 0.049 -0.1806 -0.3777 -0.7146 0.62
P 1.986 0.480 0.431 0.3622 0.4634 0.3406 1.06
C 2.553 0.539 2.132 -0.0879 -0.0929 0.0941 0.97
C 2.405 -0.629 2.885 0.0173 0.1128 0.0633 -0.26
C 2.886 -0.689 4.186 -0.0351 0.0371 -0.0925 -0.89
C 3.497 0.429 4.740 -0.0173 -0.0315 -0.0040 -0.75
C 3.614 1.603 4.005 0.0081 0.0266 0.0301 -0.83
C 3.145 1.663 2.703 0.0684 -0.0116 -0.0127 -0.12
C 3.394 0.137 -0.605 -0.0400 -0.1108 -0.0045 0.48
C 4.561 0.902 -0.499 0.0608 -0.0876 0.0434 -0.54
C 5.656 0.579 -1.275 0.0221 -0.0465 -0.0408 -0.71
C 5.601 -0.514 -2.142 0.0279 0.0833 0.0315 -0.62
C 4.452 -1.284 -2.235 -0.0379 -0.0292 -0.0210 -0.75
C 3.342 -0.957 -1.467 -0.0202 0.1098 -0.1266 -0.45
P 0.194 2.903 0.690 0.3295 0.2029 0.1689 0.40
C 0.367 4.633 0.358 -0.0506 0.0301 -0.1151 0.21
C -0.768 5.355 -0.017 -0.0119 0.0616 0.0284 -0.38
C -0.665 6.725 -0.211 -0.0071 -0.0217 -0.0370 -0.73
C 0.558 7.357 -0.038 0.0302 -0.0189 0.0073 -0.53
C 1.691 6.632 0.330 0.0016 0.0334 -0.0201 -0.73
C 1.607 5.266 0.518 -0.0204 0.0258 0.0165 -0.05
C 0.028 2.616 2.435 -0.2367 0.0011 0.1462 1.01
C 0.156 3.703 3.313 0.0101 -0.2016 0.0031 -0.55
C -0.012 3.504 4.675 -0.0397 -0.0495 0.0008 -0.87
C -0.333 2.244 5.165 -0.0148 0.0270 -0.0435 -0.64
C -0.492 1.165 4.295 -0.0060 0.0415 0.0683 -1.18
C -0.332 1.359 2.940 0.0576 0.1880 0.1014 0.24
H 2.879 2.611 -1.547 0.0628 0.0174 0.0624 0.35
H 1.323 3.425 -1.645 -0.1067 0.1014 0.0407 0.64
H 1.452 1.712 -2.071 -0.0317 -0.0204 0.0747 0.29
H 1.900 -1.500 2.472 0.0657 -0.0630 -0.0387 0.14
H 2.779 -1.597 4.766 0.0068 0.0199 -0.0203 0.51
H 3.876 0.387 5.753 -0.0094 0.0056 -0.0221 0.46
H 4.077 2.475 4.450 -0.0044 -0.0238 -0.0067 0.51
H 3.229 2.588 2.143 0.0370 -0.0292 -0.0105 0.24
H 4.618 1.737 0.192 -0.0122 -0.0333 -0.0148 0.41
H 6.560 1.168 -1.203 -0.0102 -0.0167 -0.0159 0.48
H 6.462 -0.760 -2.750 -0.0069 -0.0005 0.0313 0.44
H 4.417 -2.133 -2.906 0.0005 0.0314 0.0142 0.49
H 2.439 -1.554 -1.552 0.0118 0.0172 -0.0051 0.32
H -1.720 4.857 -0.162 0.0291 0.0172 0.0305 0.46
H -1.536 7.294 -0.509 0.0193 -0.0036 0.0187 0.44
H 0.636 8.425 -0.196 -0.0031 -0.0047 0.0192 0.44
H 2.637 7.137 0.471 -0.0237 -0.0022 -0.0292 0.47
H 2.488 4.700 0.800 -0.0254 0.0050 -0.0046 0.33
H 0.397 4.689 2.942 -0.0066 0.0275 -0.0329 0.46
H 0.098 4.340 5.353 -0.0022 -0.0220 0.0031 0.48
H -0.484 2.102 6.228 0.0354 0.0001 -0.0140 0.47
H -0.753 0.188 4.682 0.0003 0.0441 0.0018 0.51
H -0.478 0.518 2.273 -0.0590 -0.1040 -0.1480 0.43
C -5.082 0.641 -0.215 0.1404 -0.0743 -0.0704 -0.83
N -3.742 0.097 -0.515 -0.2714 0.1168 -0.0560 0.09
C -3.333 -0.397 -1.736 -0.1628 0.0511 0.1087 -0.48
C -2.040 -0.762 -1.587 0.1890 0.0901 0.1407 -0.96
N -1.647 -0.491 -0.277 0.0981 -0.0576 -0.2027 0.66
C -2.716 0.032 0.328 0.0062 -0.1467 -0.0945 -0.35
H -5.830 0.039 -0.723 0.0221 -0.0463 0.0132 0.34
H -5.152 1.668 -0.562 0.0404 0.0161 -0.0178 0.34
H -5.254 0.598 0.856 0.0246 -0.0156 0.0204 0.33
H -3.996 -0.454 -2.584 0.0277 0.0310 0.0475 0.49
H -1.368 -1.183 -2.319 -0.0395 0.0086 0.0607 0.51
H -2.780 0.341 1.360 0.0308 0.0123 -0.0075 0.51
Se -1.356 -3.895 -0.239 -0.2610 0.1207 -0.0116 0.32
N 0.178 -2.992 0.137 0.2848 -0.2066 -0.0158 -0.42
C 1.159 -3.899 0.254 0.0328 -0.0536 -0.0160 1.44
C 2.533 -3.647 0.517 -0.1524 0.0573 0.0344 0.03
C 3.379 -4.706 0.586 0.0828 -0.2190 -0.0011 -1.20
C 2.945 -6.067 0.418 0.3100 0.1480 0.0703 -0.67
C 1.655 -6.356 0.164 -0.2907 0.0286 -0.0432 -0.69
C 0.723 -5.271 0.066 0.0443 0.0267 0.0053 0.41
N -0.557 -5.436 -0.197 0.0651 -0.0674 0.0311 -0.65
H 2.905 -2.641 0.647 -0.0065 0.0320 0.0083 0.60
H 4.430 -4.522 0.775 -0.0160 -0.0363 0.0144 0.48
H 3.671 -6.864 0.500 0.0249 0.0538 -0.0002 0.43
H 1.300 -7.370 0.035 -0.0323 0.0484 -0.0194 0.49
```
Positions in Å, forces in eV/Å.

***

[2]
Computed, not measured: a gas-phase ion, C4H9N2 (charge +1), with ωB97M-V with the def2-TZVPD basis set.

Summary:
2S+1: 1
HOMO energy (spin up / spin down), eV: -10.878 / -10.878
Energy above the lowest of the compared OMol25 structures with the same formula, charge and spin, kJ/mol: 500.7
Charge: +1
Orbital gap (spin up / spin down), eV: 6.08 / 6.08
Lowest unoccupied orbital energy (spin up / spin down), hartree: -0.176 / -0.176

```
15
Properties=species:S:1:pos:R:3:forces:R:3:mulliken_charge:R:1
C -0.837 0.890 -0.085 -0.8746 0.7017 -1.0633 -0.56
C 0.144 -0.318 -0.185 1.5039 0.6773 0.2475 0.15
C 1.510 -0.095 0.499 -2.1264 -1.0231 -0.3185 0.14
C -1.088 -1.266 0.253 1.4986 0.5665 -1.9619 -0.78
N 2.525 -0.029 -0.309 2.5288 -0.1188 5.2510 -0.27
N -1.976 -0.075 -0.123 -0.2084 0.4281 2.3367 -0.06
H -0.750 1.468 0.858 -0.3568 -0.7325 -0.3978 0.29
H -1.032 1.651 -0.923 1.1160 -1.0325 0.9114 0.29
H 0.490 -0.491 -1.232 -0.8451 -0.1200 0.3515 0.08
H 1.572 -0.170 1.603 0.5087 0.2734 -0.7776 0.41
H -1.240 -1.526 1.278 0.2149 0.1808 0.7427 0.20
H 3.550 -0.021 0.059 -2.4685 0.1330 -1.2231 0.32
H 2.279 0.034 -1.229 0.0504 0.0397 -3.2117 0.20
H -2.716 0.086 0.541 -0.3261 0.3456 0.4059 0.30
H -2.430 -0.137 -1.003 -0.2151 -0.3193 -1.2929 0.29
```
Positions in Å, forces in eV/Å.

***

Number 1: molar mass 723.53 g/mol, E -6093.2896 hartree. Number 2: molar mass 85.13 g/mol, E -266.9086 hartree.